1.
Molecular formula: C5H12N2O
Method: DFT, the ωB97M-V functional and the def2-TZVPD basis

Last column: natural (NBO) charge in e.
Atoms and positions in Å:
C  0.78126  1.80052  -0.46208  -0.700
O  2.36709  0.08801  -0.35250  -0.498
H  3.57249  -1.31590  -0.04405  0.214
C  -1.92926  -0.97261  -0.86392  -0.420
C  1.03821  0.36442  -0.37955  0.579
H  1.69118  -2.03285  0.04011  0.221
C  2.47458  -1.15827  0.43045  -0.299
H  -1.40915  -1.93229  -0.30261  0.192
H  -0.65086  -0.40913  1.92609  0.190
H  -0.34524  2.30805  -0.54525  0.236
C  -1.62569  0.37223  1.13731  -0.457
H  -3.09875  -0.81286  -0.87704  0.191
H  2.27638  -1.17396  1.47262  0.197
H  1.29152  2.32130  -1.20913  0.239
H  -2.96471  0.07720  1.24996  0.243
H  1.02884  2.14624  0.49209  0.233
H  -1.73530  -1.05756  -2.01761  0.213
N  -1.24584  0.06987  -0.22719  -0.403
H  -1.54222  1.82616  1.02221  0.213
N  0.02546  -0.50859  -0.48991  -0.383

Calculated values
energy relative to the best compared isomer or geometry (same formula, charge and spin) = 229.9 kcal/mol
E_HOMO = -8.10 eV
DFT total energy = -10398.4551 eV
HOMO-LUMO gap = 8.723 eV



2.
Molecular formula: H16O8
Method: DFT, the ωB97M-V functional and the def2-TZVPD basis

Last column: natural (NBO) charge in e.
Atoms and positions in Å:
H  -2.01721  -0.89200  1.72271  0.501
H  -0.51221  1.62000  -1.26729  0.483
H  -1.10321  -0.79200  -2.21429  0.471
O  -0.66321  2.25100  -1.87029  -0.957
O  1.68779  -0.20100  -2.19929  -0.950
O  -1.36821  -0.59600  -1.41729  -0.972
H  1.58179  -1.88100  0.53871  0.498
H  1.22779  -0.63400  -1.36929  0.480
H  0.90879  2.10500  2.33371  0.490
H  -2.12721  -2.57400  2.08271  0.473
O  -2.39521  -1.56100  2.19271  -0.998
H  0.16779  -2.21800  -0.10229  0.508
H  -0.37621  -0.43000  0.35771  0.486
O  2.61279  0.65400  0.82771  -0.944
O  0.76779  -1.53300  0.23071  -0.954
H  -0.05421  2.61700  1.35971  0.496
H  -1.12221  1.97800  -2.68229  0.473
O  0.40079  1.94800  1.62471  -0.872
H  -2.18021  -0.85400  -1.01529  0.509
H  -0.25121  0.79200  1.36571  0.468
H  1.40679  -0.81600  -2.88029  0.450
H  2.60679  -0.20300  0.47071  0.455
H  1.76079  0.95700  1.08471  0.472
O  -0.95921  0.26300  0.82571  -1.065

Calculated values
energy relative to the best compared isomer or geometry (same formula, charge and spin) = 128.7 kcal/mol
SMILES = O.O.O.O.O.O.O.O
E_HOMO = -10.06 eV
DFT total energy = -16636.4318 eV
HOMO-LUMO gap = 9.900 eV



3.
Molecular formula: C13H36F6N4O8S2
Method: DFT, the ωB97M-V functional and the def2-TZVPD basis

Last column: natural (NBO) charge in e.
Atoms and positions in Å:
C  -6.33448  -4.86080  -14.09921  0.730
H  -6.44894  -2.13208  -6.03584  0.344
N  -7.37395  -2.26529  -6.41888  -0.839
F  -7.30567  -4.83576  -13.14072  -0.348
H  -13.68229  -12.67660  -7.16690  0.196
H  -3.79737  -7.45699  -3.52973  0.166
H  -1.76891  -8.64508  -2.71891  0.225
H  -6.88097  -2.94620  -3.89130  0.160
O  -6.75660  -9.46223  -13.29300  -0.920
H  -11.42286  -8.38500  -11.11660  0.221
H  -4.83411  -9.21230  -4.85918  0.215
H  -14.54545  -11.86260  -8.50865  0.166
O  -1.61396  -5.41585  -11.60765  -0.951
O  -3.18050  -7.27410  -5.41949  -0.750
H  -9.24464  -4.65709  -2.35497  0.165
H  -7.91532  -3.80518  -1.60113  0.160
H  -11.86610  -8.70896  -8.01956  0.190
H  -2.27995  -7.01696  -5.63040  0.470
H  -12.66837  -7.73489  -10.01432  0.205
C  -4.05132  -9.75747  -12.71236  0.798
C  -1.77348  -8.10330  -3.66472  -0.646
O  -5.26764  -6.67750  -15.83560  -0.922
C  -8.26188  -2.07347  -5.32262  -0.068
C  -8.86809  -3.66364  -2.11133  -0.248
S  -6.10624  -6.73472  -14.68157  2.204
H  -1.09828  -8.62487  -4.34306  0.210
O  -7.45978  -7.18681  -14.81854  -0.932
F  -4.07199  -11.07836  -12.74484  -0.302
H  -11.04705  -7.21080  -9.80773  0.209
O  -12.60771  -11.19635  -8.13068  -0.564
H  -10.39873  -2.42273  -5.09354  0.224
H  -9.69463  -3.19912  -6.44432  0.202
H  -13.54433  -9.88636  -9.49200  0.163
O  -8.76794  -2.72003  -3.10268  -0.528
H  -9.54856  -3.30114  -1.34085  0.195
H  -10.00499  -1.45518  -6.51130  0.212
N  -5.41352  -7.23709  -13.41930  -1.175
H  -3.20861  -10.01236  -5.18974  0.216
H  -0.99700  -5.03829  -12.23458  0.474
H  -7.44082  -1.47213  -7.04060  0.359
H  -8.17332  -4.06226  -4.46775  0.163
F  -5.20063  -4.41700  -13.61494  -0.325
F  -4.27116  -9.48227  -11.42497  -0.343
H  -1.35624  -7.12947  -3.40845  0.216
C  -13.58067  -12.22500  -8.15373  -0.242
H  -9.97542  -10.08848  -9.72051  0.355
F  -2.90374  -9.23235  -13.04832  -0.302
C  -3.17599  -8.04728  -4.20319  0.094
C  -7.93602  -3.04845  -4.14529  -0.052
C  -9.65595  -2.26955  -5.87643  -0.619
C  -11.63789  -8.08154  -10.09201  -0.621
H  -5.82814  -6.19227  -10.15648  0.474
S  -5.50215  -8.95044  -13.80477  2.042
H  -5.27663  -6.39500  -8.65857  0.453
H  -4.00790  -9.99772  -3.64076  0.213
H  -12.30775  -10.91949  -10.17070  0.166
H  -6.90538  -6.59907  -8.91966  0.460
H  -8.15999  -1.01603  -5.07864  0.173
H  -10.30253  -10.33307  -8.12070  0.363
N  -10.24611  -9.64258  -8.85564  -0.843
H  -13.20200  -12.89115  -8.92895  0.169
N  -6.07970  -6.08125  -9.18463  -0.848
F  -6.68200  -4.03758  -15.13064  -0.326
H  -2.30418  -5.79726  -12.15019  0.477
H  -6.22574  -5.11536  -8.92805  0.452
O  -5.28112  -9.39309  -15.19318  -0.878
C  -11.58751  -9.15822  -8.97279  -0.052
C  -12.57753  -10.34502  -9.28453  -0.080
C  -3.81206  -9.39296  -4.52620  -0.629

Calculated values
energy relative to the best compared isomer or geometry (same formula, charge and spin) = 59.9 kcal/mol
E_HOMO = -8.65 eV
DFT total energy = -74374.6294 eV
HOMO-LUMO gap = 7.113 eV



4.
Molecular formula: C2H4S3
Method: DFT, the ωB97M-V functional and the def2-TZVPD basis

Last column: natural (NBO) charge in e.
Atoms and positions in Å:
S  -1.51182  0.77628  -1.36224  0.081
S  -1.94481  1.08261  0.64632  0.200
S  -0.69148  -1.82886  -0.06086  0.031
C  -0.81882  -0.07030  0.07651  -0.577
H  1.99963  -0.32881  0.14554  0.172
C  1.51440  0.53415  0.34640  -0.440
H  1.67473  1.27705  -0.40847  0.194
H  1.46670  0.85468  1.46746  0.208
H  -1.68853  -2.29681  -0.85066  0.130

Calculated values
energy relative to the best compared isomer or geometry (same formula, charge and spin) = 90.4 kcal/mol
E_HOMO (alpha / beta) = -8.49 / -8.49 eV
DFT total energy = -34640.3050 eV
HOMO-LUMO gap (alpha / beta) = 8.111 / 8.104 eV



5.
Molecular formula: C19H32AlB2BrCl5KN4O16S
Method: DFT, the ωB97M-V functional and the def2-TZVPD basis

Last column: Mulliken charge in e.
Atoms and positions in Å:
N  4.60644  1.06057  -3.17117  1.120
O  -3.49283  -5.73570  2.64322  -0.602
O  4.66951  0.28558  -2.20338  -0.827
H  -7.99564  3.01083  5.39209  0.307
O  -0.49063  -0.74290  -0.21083  -0.507
C  10.32615  0.88306  -1.58627  0.348
O  -0.79761  -7.72696  -1.67306  -0.576
O  -6.68419  0.95785  1.35531  -0.471
C  -5.38528  2.56662  2.56681  -1.140
H  -3.56267  -4.78987  2.41441  0.337
C  6.85141  4.04609  1.18410  -0.982
C  -1.74540  -5.86165  -0.61450  -1.048
H  -1.45623  -5.16308  -1.38833  0.494
H  -7.13625  3.81353  6.35044  0.287
Br  2.09878  -1.97256  -1.10200  -0.502
H  -5.32590  3.15529  3.48035  0.388
C  -1.78564  -1.25695  -0.47526  0.748
N  -1.70423  5.93514  -2.30549  -0.553
Cl  11.67194  1.97842  -1.25685  -0.105
H  8.55732  4.60836  -1.71345  0.305
O  5.66681  1.50793  -3.67488  -0.713
H  -0.93536  1.62018  -1.70776  0.258
H  6.95522  3.07624  1.67197  0.288
C  8.36746  4.79663  -0.65932  -0.917
H  1.84790  0.52410  -2.15717  0.092
S  0.75645  3.02662  -2.74847  -0.074
Cl  10.95396  -0.67646  -2.12402  -0.101
O  3.50800  1.35198  -3.65549  -0.630
H  -5.72459  0.08032  3.74740  0.248
Cl  -8.11596  -0.55799  1.12765  -0.082
C  -1.86388  -8.12925  0.41582  0.892
H  7.02926  3.09225  -2.04457  0.191
C  -6.61890  1.68715  2.61774  0.568
O  -3.11398  0.99498  -0.47954  -0.484
C  0.14466  1.67497  -1.66219  0.128
O  -3.72306  -0.68735  1.07256  -0.382
H  -2.83724  1.63503  0.17635  0.236
C  -2.46875  -5.35008  0.52885  1.041
Cl  9.30254  1.57316  -2.84689  -0.063
H  9.27866  4.58073  -0.09539  0.319
H  -7.51529  2.30261  2.65232  0.283
H  -4.48252  1.95770  2.47584  0.203
O  -1.57782  -9.30031  0.27000  -0.592
O  -0.47734  -1.78981  -2.30931  -0.527
Cl  9.36873  0.66426  -0.12323  -0.083
N  -1.02626  4.98681  -3.06805  0.182
H  7.45950  4.78068  1.70566  0.395
Al  -1.35091  3.49073  -4.56399  0.341
H  0.48583  0.30920  -3.23339  0.304
H  -7.47957  0.10230  3.80281  0.381
H  -5.41777  3.23863  1.70929  0.337
H  -2.84251  -8.30151  2.35440  0.455
C  -0.24548  4.33377  -2.27037  0.400
C  -2.56914  -7.60747  1.57216  -0.977
C  -1.26516  5.75759  -1.11733  -0.009
H  -2.00034  -2.21773  -0.02061  -0.137
O  -2.79356  -4.18301  0.66652  -0.536
O  -0.30950  -11.52165  2.41932  -0.634
H  0.43889  1.90308  -0.64928  0.412
H  -2.25317  -0.72595  -2.56723  0.166
O  -0.34505  4.76759  -1.01512  -0.201
B  0.30163  -0.93348  -1.38879  0.542
H  -3.15013  -0.95308  1.79595  0.239
C  0.77694  0.43122  -2.19745  -0.796
C  -6.59545  0.73932  3.79743  -1.249
H  -2.41240  -2.42832  -2.12626  0.431
K  5.51941  -0.85072  -3.53345  0.964
H  5.80194  4.33724  1.23848  0.277
N  7.27850  3.96140  -0.20060  0.191
H  -0.63412  -10.68712  2.04194  0.305
H  -5.88817  0.39175  1.28021  0.457
O  -7.07746  3.20997  5.60292  -0.605
C  -2.85297  -6.30165  1.63064  0.285
B  -2.89311  -0.27510  0.03803  0.107
H  -1.54202  6.29695  -0.24140  0.445
O  5.72140  2.38413  -0.67326  -0.613
C  -1.80312  -1.54074  -1.99562  -0.739
H  8.11855  5.85283  -0.53077  0.354
H  -0.72728  -8.67684  -1.45591  0.358
H  -6.55781  1.29687  4.72928  0.412
C  6.64028  3.09513  -1.01706  0.205
C  -1.45442  -7.17011  -0.67354  0.434

Calculated values
E_HOMO = -6.17 eV
DFT total energy = -226696.0217 eV
HOMO-LUMO gap = 1.052 eV



6.
Molecular formula: C4H5N3O2
Method: DFT, the ωB97M-V functional and the def2-TZVPD basis

Last column: natural (NBO) charge in e.
Atoms and positions in Å:
C  0.39102  0.72068  -2.52461  -0.143
N  -0.55887  -0.40064  -0.71214  -0.103
C  0.21575  -1.50930  1.27928  -0.361
H  0.47522  2.41476  0.95083  0.496
O  -0.71138  1.71958  0.16343  -0.516
O  0.70234  0.59476  2.31781  -0.637
H  0.51610  1.69488  -2.02760  0.206
H  -0.73447  -2.61892  -0.35962  0.231
C  0.33013  -0.18727  1.35741  0.530
N  0.02693  0.46111  0.19331  -0.058
C  -0.36161  -1.67816  0.01249  0.100
H  0.86652  0.47813  -3.53103  0.205
H  0.53983  -2.23627  2.14771  0.278
N  -0.18844  -0.39232  -2.02083  -0.230

Calculated values
energy relative to the best compared isomer or geometry (same formula, charge and spin) = 233.5 kcal/mol
E_HOMO = -9.05 eV
DFT total energy = -12785.7482 eV
HOMO-LUMO gap = 8.180 eV



7.
Molecular formula: C6H10N2O2
Method: DFT, the ωB97M-V functional and the def2-TZVPD basis

Last column: natural (NBO) charge in e.
Atoms and positions in Å:
H  -1.30376  -0.73166  -1.33317  0.208
N  -0.47178  0.59460  0.19838  -0.448
C  1.92309  -0.09418  -0.69340  0.856
H  -2.54972  -1.97858  0.10315  0.214
H  3.83694  1.05046  -0.01370  0.197
N  1.66557  1.42879  -0.58945  -0.536
C  -1.54198  -0.19962  -0.33090  -0.060
H  -0.86943  -2.05483  0.51619  0.227
O  1.58415  -1.01089  -1.47160  -0.539
C  -1.76666  -1.42565  0.48750  -0.604
C  -2.75266  0.75714  -0.54377  -0.606
H  4.43593  -0.12477  1.19974  0.212
H  -2.81676  1.40131  -1.35578  0.220
H  2.97080  1.17700  1.58927  0.207
O  2.44497  -0.46021  0.50494  -0.518
C  3.49049  0.45650  0.90199  -0.285
H  -3.03586  1.34726  0.32871  0.215
C  0.51198  1.08440  -0.30089  0.632
H  -3.69257  0.06268  -0.73783  0.200
H  -2.06275  -1.27975  1.54063  0.206

Calculated values
energy relative to the best compared isomer or geometry (same formula, charge and spin) = 91.2 kcal/mol
E_HOMO = -10.08 eV
DFT total energy = -13455.9873 eV
HOMO-LUMO gap = 10.592 eV



8.
Molecular formula: C17H27CeClN2S
Method: DFT, the ωB97M-V functional and the def2-TZVPD basis

Last column: natural (NBO) charge in e.
Atoms and positions in Å:
H  -2.56499  4.73529  2.73781  0.231
C  2.58124  -0.39377  0.67562  -0.272
H  -0.54832  3.12464  5.53654  0.234
C  -0.12536  2.81321  3.04596  0.401
C  2.23545  -0.98607  -0.58201  -0.248
C  1.22779  -1.97100  -0.35074  -0.247
C  -0.84644  1.80856  -5.49210  -0.622
H  -0.97834  -0.93193  -5.45423  0.217
H  -1.92849  -0.71110  2.57778  0.278
C  0.94865  -1.99952  1.05350  -0.275
N  -0.62105  4.06073  3.20149  -0.544
H  -2.29283  -0.94903  -1.81390  0.286
H  0.77012  -2.60203  -1.11240  0.280
H  -0.21894  4.72547  2.54178  0.433
C  -1.98496  -1.31045  0.38914  -0.237
C  0.00306  -0.53558  -5.73723  -0.621
H  0.25484  -2.67551  1.56312  0.275
C  -2.03862  -0.42552  1.52367  -0.371
H  -0.34449  1.38877  5.91722  0.242
C  -2.24298  -0.55039  -0.79420  -0.247
H  0.78523  -1.24459  -5.44412  0.220
H  -2.53140  3.56114  4.07296  0.224
C  -0.86720  2.10880  5.27950  -0.428
S  1.08327  2.54605  1.83145  -0.086
C  1.59156  1.38496  -5.50261  -0.622
H  2.40530  0.71110  -5.23002  0.219
C  -2.48544  0.80448  -0.40804  -0.242
H  1.76194  2.36776  -5.05262  0.220
C  -2.37224  0.89426  1.02103  -0.326
H  3.32012  0.39190  0.83763  0.284
N  -0.55330  1.82235  3.87178  -0.566
H  2.68779  -0.74709  -1.54731  0.286
C  0.23972  0.82147  -5.06966  -0.006
C  -1.99830  4.39099  3.60823  -0.434
Ce  0.08394  0.38815  0.43701  1.295
H  0.03200  -0.40211  -6.82713  0.241
H  -1.83861  1.44197  -5.22161  0.217
H  -1.95711  5.22136  4.31744  0.247
Cl  0.21654  0.64054  -3.34080  -0.024
H  1.79187  -0.78238  2.76779  0.275
H  -1.82899  -2.39229  0.43151  0.276
H  -2.74604  1.62267  -1.08644  0.280
C  1.76955  -1.00952  1.69932  -0.344
H  1.58718  1.50098  -6.58984  0.238
H  -0.67642  2.78848  -5.03462  0.219
H  -2.58122  1.77151  1.64015  0.272
H  -0.11214  0.91310  3.69821  0.410
H  -1.94088  1.99338  5.45994  0.223
H  -0.80703  1.92543  -6.57907  0.239

Calculated values
E_HOMO (alpha / beta) = -15.80 / -15.80 eV
DFT total energy = -57318.7783 eV
HOMO-LUMO gap (alpha / beta) = 7.474 / 7.461 eV
net charge = +2